[1]
Formula: C4H13N2O
Source: the Open Molecules 2025 dataset
Level of theory: wB97M-V/def2-TZVPD

Results
spin multiplicity: 2
electronic energy: -9366.56158 eV
charge: +2
Kohn-Sham gap (spin up / spin down): 11.40 / 8.13 eV
HOMO energy (spin up / spin down): -20.03 / -20.38 eV
ΔE to the lowest compared entry with this formula, charge and spin: 56.3 kcal/mol

Each line ends with the Mulliken charge.
Positions of all 20 atoms, in Å:
C (-1.130, -1.089, 0.361)  -0.55
C (-0.402, -0.993, -1.007)  -0.79
C (0.136, 0.412, -1.319)  0.97
C (1.502, 0.717, -1.179)  -1.20
N (-0.858, 1.418, -1.355)  -0.39
N (-0.218, -1.172, 1.626)  -0.36
H (-1.644, -0.091, 0.487)  0.30
H (-1.782, -1.983, 0.410)  0.44
H (-1.242, -1.368, -1.628)  0.30
H (0.261, -1.905, -1.262)  0.46
H (2.054, -0.142, -1.124)  0.41
H (1.833, 1.687, -1.358)  0.47
H (0.770, 1.999, 2.454)  0.33
H (-1.546, 1.049, -2.077)  0.37
H (-0.419, 2.149, -1.940)  0.37
H (0.788, -1.532, 1.390)  0.39
H (0.001, -0.147, 2.030)  0.38
H (-0.654, -1.829, 2.328)  0.40
H (1.546, 1.576, 1.207)  0.29
O (1.004, 1.243, 1.955)  -0.61

[2]
Formula: C4H13N2O2
Source: the Open Molecules 2025 dataset
Level of theory: wB97M-V/def2-TZVPD

Results
spin multiplicity: 2
electronic energy: -11430.99762 eV
charge: 0
Kohn-Sham gap (spin up / spin down): 10.53 / 7.29 eV
HOMO energy (spin up / spin down): -9.83 / -9.63 eV
ΔE to the lowest compared entry with this formula, charge and spin: 17.3 kcal/mol

Each line ends with the Mulliken charge.
Positions of all 21 atoms, in Å:
C (0.531, -1.314, -0.426)  -0.74
N (-0.318, -0.830, -1.566)  -0.39
C (-1.446, 0.067, -1.287)  -0.38
O (-2.041, -0.028, -0.088)  -0.37
C (1.102, -0.216, 0.458)  0.38
C (2.120, -0.843, 1.450)  -1.54
N (0.202, 0.631, 1.286)  -0.69
H (1.346, -1.789, -0.933)  0.40
H (-0.077, -2.008, 0.159)  0.36
H (-0.658, -1.700, -1.961)  0.26
H (-2.160, -0.235, -2.057)  0.35
H (-1.043, 1.075, -1.445)  0.25
H (1.684, 0.497, -0.131)  0.29
H (1.684, -1.589, 2.116)  0.32
H (2.925, -1.323, 0.897)  0.37
H (2.391, 0.034, 2.031)  0.40
H (-0.001, 1.471, 0.749)  0.27
H (-0.688, 0.147, 1.293)  0.36
H (-1.886, 2.486, -0.922)  0.35
H (-1.694, 2.420, 0.527)  0.35
O (-1.974, 3.047, -0.151)  -0.63

[3]
Formula: C4H13N2O2
Source: the Open Molecules 2025 dataset
Level of theory: wB97M-V/def2-TZVPD

Results
spin multiplicity: 2
electronic energy: -11430.04864 eV
charge: 0
Kohn-Sham gap (spin up / spin down): 3.63 / 10.68 eV
HOMO energy (spin up / spin down): -2.88 / -10.06 eV
ΔE to the lowest compared entry with this formula, charge and spin: 39.2 kcal/mol

Each line ends with the Mulliken charge.
Positions of all 21 atoms, in Å:
O (-0.436, -1.557, 1.584)  -0.63
C (0.586, -1.453, 0.935)  0.48
N (1.842, -1.580, 1.446)  -0.38
C (0.451, -0.997, -0.527)  -1.03
N (-0.658, -0.013, -0.682)  -0.42
C (-0.162, 1.413, -0.343)  -0.56
C (0.608, 2.131, -1.471)  -1.21
H (2.705, -1.656, 0.932)  0.17
H (1.968, -1.664, 2.416)  0.22
H (1.423, -0.653, -1.052)  0.19
H (0.385, -1.868, -1.142)  0.40
H (-1.459, -0.115, 0.025)  0.13
H (-1.205, 0.165, -1.608)  0.74
H (0.474, 1.278, 0.509)  0.24
H (-1.103, 1.905, 0.001)  0.49
H (1.694, 1.899, -1.365)  0.32
H (0.569, 3.240, -1.273)  0.31
H (0.079, 1.918, -2.408)  0.51
H (-2.956, -0.398, 1.918)  0.25
H (-2.211, -1.489, 1.028)  0.36
O (-2.596, -0.506, 1.077)  -0.57

[4]
Formula: C4H13N2O2
Source: the Open Molecules 2025 dataset
Level of theory: wB97M-V/def2-TZVPD

Results
electronic energy: -11427.52020 eV
charge: +1
Kohn-Sham gap: 10.74 eV
HOMO energy: -14.05 eV
ΔE to the lowest compared entry with this formula, charge and spin: 45.1 kcal/mol

Each line ends with the Mulliken charge.
Positions of all 21 atoms, in Å:
O (-0.015, -2.470, 0.373)  -0.56
C (-1.074, -2.089, -0.101)  -0.13
C (-1.429, -0.602, -0.213)  0.08
C (-0.518, 0.042, -1.277)  -0.77
C (0.985, -0.033, -1.081)  -0.67
N (1.303, -0.245, 0.374)  -0.14
N (-1.304, -0.010, 1.105)  -0.59
H (-1.815, -2.842, -0.409)  0.43
H (-2.419, -0.551, -0.640)  0.40
H (-0.891, 1.036, -1.534)  0.37
H (-0.805, -0.494, -2.181)  0.41
H (1.587, 0.804, -1.446)  0.34
H (1.306, -0.929, -1.585)  0.38
H (1.040, -1.184, 0.685)  0.35
H (0.807, 0.491, 0.889)  0.26
H (2.297, -0.097, 0.592)  0.39
H (-1.798, -0.503, 1.830)  0.22
H (-1.669, 0.920, 1.120)  0.22
H (1.793, 3.001, 0.394)  0.32
H (1.079, 3.157, 1.867)  0.31
O (1.539, 2.598, 1.238)  -0.63

[5]
Formula: C4H13N2O2
Source: the Open Molecules 2025 dataset
Level of theory: wB97M-V/def2-TZVPD

Results
electronic energy: -11427.80904 eV
charge: +1
Kohn-Sham gap: 10.93 eV
HOMO energy: -13.91 eV
ΔE to the lowest compared entry with this formula, charge and spin: 38.4 kcal/mol

Each line ends with the Mulliken charge.
Positions of all 21 atoms, in Å:
N (-0.867, -0.621, -0.825)  -0.24
C (0.421, -0.336, -0.082)  -0.35
C (0.585, 1.159, 0.161)  -0.59
C (1.191, 1.840, -1.038)  -0.09
O (0.894, 1.521, -2.158)  -0.46
C (0.399, -1.199, 1.164)  -0.67
N (0.135, -2.578, 0.776)  -0.58
H (-0.754, -0.249, -1.774)  0.38
H (-1.724, -0.229, -0.411)  0.32
H (-1.018, -1.631, -0.929)  0.42
H (1.214, -0.652, -0.754)  0.64
H (-0.375, 1.619, 0.359)  0.28
H (1.196, 1.307, 1.049)  0.42
H (1.924, 2.641, -0.832)  0.37
H (1.306, -1.056, 1.769)  0.39
H (-0.379, -0.907, 1.855)  0.36
H (-0.063, -3.189, 1.559)  0.25
H (0.952, -2.981, 0.323)  0.21
H (-1.691, 1.051, 2.103)  0.29
H (-2.988, 0.419, 1.712)  0.29
O (-2.067, 0.492, 1.406)  -0.62

[6]
Formula: C4H13N2O2
Source: the Open Molecules 2025 dataset
Level of theory: wB97M-V/def2-TZVPD

Results
electronic energy: -11427.55864 eV
charge: +1
Kohn-Sham gap: 11.07 eV
HOMO energy: -14.05 eV
ΔE to the lowest compared entry with this formula, charge and spin: 44.2 kcal/mol

Each line ends with the Mulliken charge.
Positions of all 21 atoms, in Å:
N (-0.763, 0.142, -0.541)  -0.30
C (0.500, -0.681, -0.573)  -0.08
C (1.674, -0.120, 0.278)  -0.69
C (1.984, 1.330, -0.072)  -0.08
O (1.092, 2.137, -0.052)  -0.46
C (0.212, -2.148, -0.214)  -0.83
N (-1.226, -2.441, -0.411)  -0.57
H (-0.686, 1.009, -1.067)  0.37
H (-0.922, 0.491, 0.419)  0.40
H (-1.603, -0.441, -0.628)  0.40
H (0.761, -0.589, -1.633)  0.41
H (1.340, -0.125, 1.322)  0.38
H (2.415, -0.918, 0.225)  0.43
H (3.025, 1.618, -0.249)  0.38
H (0.822, -2.724, -0.919)  0.35
H (0.569, -2.494, 0.758)  0.45
H (-1.539, -2.913, 0.419)  0.22
H (-1.399, -3.058, -1.201)  0.24
H (-3.103, 1.591, 1.382)  0.30
H (-2.062, 2.600, 1.862)  0.31
O (-2.197, 1.897, 1.226)  -0.63

[7]
Formula: C4H13N2O2
Source: the Open Molecules 2025 dataset
Level of theory: wB97M-V/def2-TZVPD

Results
spin multiplicity: 3
electronic energy: -11420.58763 eV
charge: +1
Kohn-Sham gap (spin up / spin down): 5.17 / 9.11 eV
HOMO energy (spin up / spin down): -8.35 / -14.40 eV
ΔE to the lowest compared entry with this formula, charge and spin: 43.8 kcal/mol

Each line ends with the Mulliken charge.
Positions of all 21 atoms, in Å:
C (-3.147, 0.643, 0.700)  -1.24
C (-1.908, -0.341, 0.572)  -0.37
C (2.111, 0.207, -0.901)  -0.01
C (0.412, -0.413, 0.193)  -0.39
N (2.990, 0.870, -0.056)  -0.43
N (-0.843, 0.193, -0.210)  -0.27
O (2.562, -1.026, -1.298)  -0.56
O (0.523, -1.767, -0.024)  -0.48
H (-4.101, 0.286, 0.701)  0.40
H (-3.098, 1.392, 1.484)  0.37
H (-3.086, 1.296, -0.126)  0.37
H (-2.291, -1.339, 0.276)  0.32
H (-1.539, -0.609, 1.575)  0.35
H (1.720, 0.691, -1.725)  0.53
H (0.708, -0.249, 1.184)  0.46
H (2.898, 1.856, 0.079)  0.21
H (3.504, 0.317, 0.598)  0.20
H (-1.136, 0.037, -1.190)  0.44
H (-0.832, 1.328, -0.155)  0.46
H (3.376, -1.296, -0.942)  0.26
H (1.178, -2.075, -0.735)  0.39